P) 9
Properties=species:S:1:pos:R:3 method="wB97M-V/def2-TZVPD" total_charge=0 homo_energy_ev="-7.8 / -7.8" e_lumo_ev="0.5 / 0.5" orbital_gap_ev="8.35 / 8.35"
C 0.894 0.570 0.127
C -1.073 -0.381 1.086
Se -2.348 0.083 -0.109
H 1.817 0.887 0.703
H 1.147 -0.253 -0.537
H 0.279 1.310 -0.266
H -1.170 0.177 1.973
H -0.717 -1.476 1.229
H -2.090 -0.770 -1.161

---

Q) 9
Properties=species:S:1:pos:R:3 method="wB97M-V/def2-TZVPD" total_charge=0 smiles=CC[SeH] homo_energy_ev=-8.6 e_lumo_ev=0.9 orbital_gap_ev=9.52
C 0.906 -0.432 0.258
C -0.249 0.739 0.103
Se -1.975 -0.056 0.006
H 0.687 -0.874 1.148
H 0.788 -1.089 -0.492
H 1.921 0.060 0.054
H 0.093 1.237 -0.698
H -0.210 1.295 0.943
H -1.962 -0.881 -1.321

---

Pick Q): it beats the second-best structure by 0.0868 hartree.

---

P) 19
Properties=species:S:1:pos:R:3 method="wB97M-V/def2-TZVPD" total_charge=0 smiles=C1CCCC1.C#C homo_energy_ev=-10.2 e_lumo_ev=1.0 orbital_gap_ev=11.19
C -0.820 1.583 -0.299
C -0.123 1.681 1.112
C 0.000 0.238 1.615
C -0.071 -0.613 0.343
C -1.135 0.103 -0.479
H -1.732 2.186 -0.346
H -0.173 1.964 -1.106
H -0.686 2.324 1.825
H 0.868 2.141 1.010
H -0.888 0.004 2.217
H 0.900 0.117 2.217
H -0.305 -1.694 0.488
H 0.879 -0.580 -0.213
H -2.112 -0.124 -0.030
H -1.163 -0.213 -1.518
C 2.137 -2.520 -1.945
C 1.204 -2.121 -1.352
H 3.087 -2.869 -2.308
H 0.133 -1.607 -1.229

---

Q) 19
Properties=species:S:1:pos:R:3 method="wB97M-V/def2-TZVPD" total_charge=0 homo_energy_ev="-7.3 / -7.4" e_lumo_ev="0.4 / 0.8" orbital_gap_ev="7.73 / 8.25"
C 0.868 2.467 -0.344
C -0.262 1.505 -0.297
C -0.179 0.250 -0.978
C -0.025 -0.910 0.183
C -1.408 -1.356 0.634
C -0.479 -2.321 -0.061
C 1.072 -0.575 1.009
H 0.978 2.943 -1.331
H 1.819 1.926 -0.176
H 0.779 3.263 0.403
H -1.183 1.773 0.216
H -1.084 -0.057 -1.515
H 0.685 0.175 -1.645
H -2.282 -0.999 0.088
H -1.558 -1.473 1.704
H -0.729 -2.608 -1.080
H -0.024 -3.119 0.523
H 1.381 0.455 1.121
H 1.631 -1.339 1.544

---

R) 19
Properties=species:S:1:pos:R:3 method="wB97M-V/def2-TZVPD" total_charge=0 homo_energy_ev=-6.9 e_lumo_ev=-0.5 orbital_gap_ev=6.38
C 1.327 0.003 -1.443
C 0.583 0.517 -0.159
C 1.001 1.627 0.625
C -0.360 -0.781 0.815
C -0.828 0.084 -0.188
C -2.062 0.932 -0.125
C 0.141 -2.185 0.501
H 0.856 0.541 -2.276
H 1.320 -1.087 -1.477
H 2.341 0.414 -1.456
H 1.214 1.242 1.621
H 1.706 2.236 0.064
H -0.209 -0.586 1.888
H -2.949 0.408 0.255
H -2.353 1.286 -1.126
H -1.863 1.816 0.468
H 0.004 -2.839 1.369
H 1.214 -2.272 0.295
H -0.485 -2.605 -0.286

---

Pick P): it beats the second-best structure by 0.0319 hartree.

---

P) 19
Properties=species:S:1:pos:R:3 method="wB97M-V/def2-TZVPD" total_charge=0 smiles="C=C/C=C/CCC" homo_energy_ev=-8.7 e_lumo_ev=1.2 orbital_gap_ev=9.92
C -0.876 -3.267 -0.043
C -1.259 -2.405 0.889
C -0.977 -0.946 0.866
C -0.845 -0.200 -0.223
C -0.464 1.253 -0.250
C 0.929 1.497 -0.886
C 1.877 2.153 0.095
H -0.404 -2.894 -0.943
H -1.111 -4.318 0.028
H -1.895 -2.677 1.726
H -1.003 -0.507 1.858
H -0.779 -0.675 -1.199
H -1.236 1.794 -0.803
H -0.481 1.653 0.762
H 1.368 0.560 -1.230
H 0.770 2.037 -1.808
H 1.369 2.899 0.695
H 2.760 2.600 -0.363
H 2.257 1.443 0.831

---

Q) 19
Properties=species:S:1:pos:R:3 method="wB97M-V/def2-TZVPD" total_charge=0 smiles=C[C@@H]1[C@H]2C[C@@H]3[C@H]2[C@H]13.[H][H] homo_energy_ev=-9.5 e_lumo_ev=1.3 orbital_gap_ev=10.73
C 1.799 -0.342 -0.794
C 0.468 0.424 -0.568
C 0.335 0.656 0.947
C -0.938 1.518 1.137
C -1.684 0.263 0.774
C -0.540 -0.653 1.026
C -0.884 -0.324 -0.406
H 2.048 -0.592 -1.832
H 1.890 -1.264 -0.203
H 2.607 0.319 -0.445
H 0.479 1.309 -1.221
H 1.227 0.848 1.543
H -1.080 2.328 0.411
H -1.076 1.887 2.155
H -2.728 0.010 0.953
H -0.434 -1.603 1.538
H -1.470 -0.832 -1.160
H 0.282 -1.779 -2.048
H -0.298 -2.175 -1.807

---

R) 19
Properties=species:S:1:pos:R:3 method="wB97M-V/def2-TZVPD" total_charge=0 smiles=CC[C@H]1C[C@H]2C[C@@H]12 homo_energy_ev=-9.4 e_lumo_ev=1.2 orbital_gap_ev=10.63
C 1.829 0.571 -1.105
C 1.294 -0.689 -0.380
C 0.240 -0.528 0.762
C -0.292 0.907 1.050
C -1.705 0.456 0.713
C -1.778 -0.236 -0.620
C -1.230 -0.975 0.553
H 2.658 0.288 -1.768
H 2.244 1.296 -0.395
H 1.112 1.117 -1.733
H 0.926 -1.412 -1.120
H 2.185 -1.152 0.058
H 0.636 -0.995 1.671
H 0.128 1.711 0.440
H -0.191 1.169 2.107
H -2.603 0.822 1.203
H -2.772 -0.517 -0.959
H -1.085 0.023 -1.417
H -1.716 -1.853 0.977

---

Pick P): it beats the second-best structure by 0.0135 hartree.

---

P) 19
Properties=species:S:1:pos:R:3 method="wB97M-V/def2-TZVPD" total_charge=0 smiles="CC=C=CCCC" homo_energy_ev=-8.3 e_lumo_ev=0.4 orbital_gap_ev=8.77
C 2.846 -0.931 0.995
C 2.143 -0.261 -0.104
C 1.813 0.984 -0.411
C 0.668 1.066 -1.073
C -0.597 1.048 -0.274
C -1.464 -0.219 -0.415
C -2.824 0.004 0.248
H 3.595 -0.326 1.494
H 3.247 -1.871 0.614
H 2.048 -1.174 1.710
H 1.504 -0.965 -0.643
H 0.635 0.882 -2.147
H -0.344 1.196 0.784
H -1.171 1.915 -0.604
H -0.974 -1.089 0.045
H -1.605 -0.465 -1.474
H -2.714 0.207 1.320
H -3.330 0.866 -0.200
H -3.477 -0.866 0.136

---

Q) 19
Properties=species:S:1:pos:R:3 method="wB97M-V/def2-TZVPD" total_charge=0 smiles=CC[C@H]1C[C@H]2C[C@@H]12 homo_energy_ev=-9.6 e_lumo_ev=1.2 orbital_gap_ev=10.78
C -0.099 -2.537 -0.274
C 0.052 -1.119 -0.817
C -0.605 -0.058 0.057
C 0.117 0.426 1.356
C 0.057 1.862 0.832
C 0.790 1.945 -0.470
C -0.600 1.384 -0.450
H 0.395 -3.265 -0.924
H -1.157 -2.816 -0.203
H 0.338 -2.632 0.726
H 1.117 -0.883 -0.938
H -0.387 -1.061 -1.822
H -1.629 -0.368 0.300
H 1.131 0.036 1.515
H -0.468 0.258 2.264
H -0.175 2.744 1.421
H 0.879 2.937 -0.905
H 1.649 1.301 -0.651
H -1.402 1.846 -1.018

---

Pick Q): it beats the second-best structure by 0.0893 hartree.

---

P) 19
Properties=species:S:1:pos:R:3 method="wB97M-V/def2-TZVPD" total_charge=0 smiles=C[C@@H]1[C@H]2C[C@@H]3[C@H]2[C@H]13.[H][H] homo_energy_ev=-9.4 e_lumo_ev=1.3 orbital_gap_ev=10.67
C -0.655 -1.065 -1.498
C 0.319 -0.096 -0.842
C 1.016 -0.721 0.389
C 1.976 0.380 0.881
C 0.720 1.152 1.249
C -0.109 -0.098 1.294
C -0.313 0.868 0.160
H -1.288 -0.575 -2.245
H -1.306 -1.524 -0.743
H -0.110 -1.872 -2.004
H 0.990 0.343 -1.594
H 1.316 -1.770 0.365
H 2.653 0.814 0.133
H 2.538 0.075 1.768
H 0.632 2.024 1.890
H -0.790 -0.495 2.037
H -1.143 1.548 0.007
H -2.931 0.310 -0.743
H -3.515 0.701 -0.504

---

Q) 19
Properties=species:S:1:pos:R:3 method="wB97M-V/def2-TZVPD" total_charge=0 smiles="CC1=CC1.C=CC" homo_energy_ev=-9.1 e_lumo_ev=1.1 orbital_gap_ev=10.21
C 0.695 -0.192 1.751
C 1.455 0.409 0.636
C 1.895 1.413 -0.052
C 2.505 0.083 -0.386
H 1.408 -0.623 2.463
H 0.079 0.546 2.273
H 0.053 -1.004 1.392
H 1.930 2.475 -0.243
H 2.237 -0.433 -1.315
H 3.518 -0.156 -0.043
C -1.004 -1.295 -1.300
C -2.059 -0.739 -0.710
C -2.143 0.699 -0.288
H -1.004 -2.337 -1.610
H -0.100 -0.721 -1.501
H -2.944 -1.349 -0.526
H -2.890 1.231 -0.890
H -1.178 1.203 -0.409
H -2.453 0.792 0.760

---

R) 19
Properties=species:S:1:pos:R:3 method="wB97M-V/def2-TZVPD" total_charge=0 smiles="CC1=CC1.C=CC" homo_energy_ev=-8.8 e_lumo_ev=1.1 orbital_gap_ev=9.89
C 1.160 -1.197 0.480
C -0.249 -1.232 0.918
C -1.406 -1.809 0.898
C -1.155 -0.898 2.062
H 1.611 -2.122 0.847
H 1.259 -1.181 -0.609
H 1.703 -0.349 0.905
H -2.093 -2.505 0.446
H -1.658 0.072 2.114
H -0.919 -1.305 3.050
C -0.839 1.264 -0.422
C 0.411 1.590 -0.731
C 1.057 1.273 -2.050
H -1.290 1.552 0.523
H -1.458 0.683 -1.102
H 1.015 2.139 -0.007
H 0.954 2.129 -2.727
H 0.579 0.411 -2.530
H 2.127 1.065 -1.949

---

S) 19
Properties=species:S:1:pos:R:3 method="wB97M-V/def2-TZVPD" total_charge=0 smiles=CC#CCCCC homo_energy_ev=-9.2 e_lumo_ev=1.0 orbital_gap_ev=10.26
C 4.068 -0.210 0.847
C 2.795 -0.420 0.187
C 1.625 -0.578 -0.039
C 0.287 -0.713 -0.581
C -0.782 0.138 0.101
C -2.091 0.038 -0.671
C -3.207 0.853 -0.037
H 3.753 -0.156 1.888
H 4.555 0.725 0.553
H 4.767 -1.041 0.711
H -0.009 -1.769 -0.571
H 0.377 -0.408 -1.629
H -0.926 -0.187 1.140
H -0.448 1.183 0.146
H -2.383 -1.020 -0.738
H -1.915 0.371 -1.704
H -3.392 0.517 0.990
H -2.933 1.914 0.005
H -4.142 0.765 -0.599

---

Pick S): it beats the second-best structure by 0.0596 hartree.

---

P) 19
Properties=species:S:1:pos:R:3 method="wB97M-V/def2-TZVPD" total_charge=0 smiles=C[C@@H]1[C@H]2C[C@@H]3[C@H]2[C@H]13.[H][H] homo_energy_ev=-9.4 e_lumo_ev=1.3 orbital_gap_ev=10.68
C -1.528 1.035 -0.763
C -0.932 -0.165 -0.040
C -0.116 0.298 1.188
C 0.370 -1.011 1.846
C 1.228 -1.176 0.604
C 1.171 0.288 0.284
C 0.403 -0.675 -0.579
H -1.966 0.784 -1.736
H -0.769 1.812 -0.920
H -2.319 1.471 -0.140
H -1.706 -0.922 0.156
H -0.477 1.139 1.783
H -0.396 -1.770 2.044
H 0.967 -0.835 2.745
H 2.065 -1.847 0.440
H 1.935 1.017 0.046
H 0.652 -1.013 -1.579
H 0.483 0.817 -2.559
H 0.933 0.862 -3.147

---

Q) 19
Properties=species:S:1:pos:R:3 method="wB97M-V/def2-TZVPD" total_charge=0 smiles="C/C=C/C=C/CC" homo_energy_ev=-8.2 e_lumo_ev=1.0 orbital_gap_ev=9.25
C -2.588 -0.477 -2.418
C -1.388 -0.323 -1.566
C -1.195 0.593 -0.595
C -0.085 0.722 0.380
C 0.603 -0.383 0.618
C 1.552 -0.476 1.820
C 2.848 0.428 1.694
H -2.318 -0.646 -3.431
H -3.115 0.404 -2.200
H -3.245 -1.229 -1.967
H -0.530 -1.042 -1.785
H -1.966 1.310 -0.548
H 0.063 1.660 0.905
H 0.441 -1.362 0.088
H 0.977 -0.131 2.745
H 1.833 -1.481 2.020
H 3.686 -0.107 1.168
H 2.592 1.089 0.868
H 3.096 1.032 2.536

---

R) 19
Properties=species:S:1:pos:R:3 method="wB97M-V/def2-TZVPD" total_charge=0 smiles="C[C@@H]1C=C[C@H](C)C1" homo_energy_ev=-9.0 e_lumo_ev=1.2 orbital_gap_ev=10.18
C 0.610 -0.705 -2.189
C 0.182 -1.026 -0.780
C -1.214 -0.677 -0.423
C -1.403 -0.238 0.771
C -0.109 0.151 1.270
C -0.072 1.716 1.551
C 0.947 -0.253 0.281
H 0.498 0.356 -2.403
H 1.651 -0.960 -2.387
H 0.000 -1.245 -2.911
H 0.303 -2.103 -0.625
H -2.063 -0.835 -1.059
H -2.338 0.074 1.202
H -0.002 -0.302 2.251
H -0.211 2.341 0.673
H 0.916 1.910 1.971
H -0.840 1.952 2.288
H 1.788 -0.805 0.698
H 1.357 0.650 -0.178

---

S) 19
Properties=species:S:1:pos:R:3 method="wB97M-V/def2-TZVPD" total_charge=0 smiles="C=C(/C=C/C)CC" homo_energy_ev=-8.4 e_lumo_ev=1.1 orbital_gap_ev=9.58
C 0.332 0.412 2.245
C 0.452 0.160 0.935
C -0.337 -0.908 0.313
C -0.577 -1.039 -0.995
C -1.511 -2.060 -1.556
C 1.291 1.045 0.047
C 0.442 2.190 -0.564
H 0.759 1.343 2.589
H -0.266 -0.264 2.833
H -0.924 -1.539 0.979
H 0.175 -0.639 -1.668
H -2.301 -1.608 -2.160
H -1.028 -2.810 -2.185
H -1.984 -2.626 -0.752
H 1.768 0.473 -0.742
H 2.043 1.554 0.643
H 1.066 2.881 -1.125
H -0.046 2.745 0.234
H -0.340 1.777 -1.199

---

Pick R): it beats the second-best structure by 0.0111 hartree.